[1]
One molecule with the formula C6H11NO2 in a non-equilibrium geometry. Source: OMol25; level of theory: ωB97M-V/def2-TZVPD.

The calculation puts the HOMO-LUMO gap at 10.25 eV. The calculated total energy comes out at -440.409658 Eh. Its energy above the lowest of the compared OMol25 structures with the same formula, charge and spin is 48.7 kcal per mole. The value obtained for the max |F| is 0.0465 hartree/bohr. The net charge is 0. Its multiplicity is 1. Its lowest unoccupied orbital energy is 0.02508 hartree.

CARTESIAN COORDINATES (ANGSTROEM)
C  1.277  0.002  -2.358
C  1.012  -0.545  -1.163
C  0.753  0.288  0.126
N  1.669  -0.181  1.154
C  -0.762  0.281  0.519
C  -1.126  -0.596  1.713
O  -1.166  1.624  0.840
C  -1.564  -0.190  -0.700
O  -2.207  0.601  -1.395
H  1.588  -0.608  -3.200
H  1.142  1.065  -2.537
H  1.128  -1.619  -1.032
H  1.031  1.323  -0.107
H  2.629  0.017  0.880
H  1.474  0.276  2.044
H  -0.672  -0.218  2.636
H  -2.210  -0.581  1.875
H  -0.825  -1.638  1.567
H  -1.573  1.978  0.021
H  -1.598  -1.279  -0.882


[2]
One molecule with the formula C6H11NO2 in a non-equilibrium geometry. Source: OMol25; level of theory: ωB97M-V/def2-TZVPD.

The calculation puts the HOMO-LUMO gap at 10.61 eV. The calculated total energy comes out at -440.445926 Eh. Its energy above the lowest of the compared OMol25 structures with the same formula, charge and spin is 25.9 kcal per mole. The value obtained for the max |F| is 0.0202 hartree/bohr. The net charge is 0. Its multiplicity is 1. Its lowest unoccupied orbital energy is 0.03166 hartree.

CARTESIAN COORDINATES (ANGSTROEM)
C  1.103  0.132  -2.039
C  0.517  -0.876  -1.380
C  0.244  -1.010  0.112
C  -1.185  -1.537  0.314
C  0.537  0.171  1.078
O  1.849  0.696  0.885
C  -0.508  1.303  1.145
N  -1.044  1.764  -0.015
O  -0.801  1.845  2.208
H  1.476  1.022  -1.543
H  1.264  0.068  -3.112
H  0.233  -1.747  -1.973
H  0.923  -1.815  0.431
H  -1.286  -2.548  -0.098
H  -1.444  -1.589  1.376
H  -1.926  -0.905  -0.188
H  0.538  -0.265  2.088
H  1.987  1.347  1.597
H  -0.785  1.406  -0.924
H  -1.692  2.538  0.037


[3]
C6H11NO2 as an isolated structure in a non-equilibrium geometry. Source: OMol25; level of theory: ωB97M-V/def2-TZVPD.

The calculation puts the HOMO-LUMO gap at 7.88 eV. The calculated total energy comes out at -440.023838 Eh. Its energy above the lowest of the compared OMol25 structures with the same formula, charge and spin is 290.8 kcal per mole. The value obtained for the max |F| is 0.1893 hartree/bohr. The net charge is 0. Its multiplicity is 1. Its lowest unoccupied orbital energy is -0.04494 hartree.

CARTESIAN COORDINATES (ANGSTROEM)
C  0.468  -2.187  0.020
C  0.354  -0.573  -0.195
C  -0.378  -0.407  -1.703
C  -0.100  0.994  -2.178
C  0.883  0.268  0.795
C  -1.182  -0.123  1.947
H  1.187  -2.182  1.057
H  0.903  -2.637  -1.088
H  -0.517  -2.424  -0.161
H  0.029  -1.158  -2.681
H  -1.825  -0.488  -1.445
H  -0.306  1.010  -3.288
H  -0.667  1.716  -1.497
H  2.253  0.358  -1.594
H  0.890  1.449  0.109
H  1.585  0.137  1.689
H  -1.968  -1.027  1.556
N  -0.460  0.080  0.855
O  1.245  1.614  -1.853
O  -1.071  0.493  3.008


[4]
One molecule with the formula C6H11NO2 in a non-equilibrium geometry. Source: OMol25; level of theory: ωB97M-V/def2-TZVPD.

The calculation puts the HOMO-LUMO gap at 10.34 eV. The calculated total energy comes out at -440.427707 Eh. Its energy above the lowest of the compared OMol25 structures with the same formula, charge and spin is 37.4 kcal per mole. The value obtained for the max |F| is 0.0691 hartree/bohr. The net charge is 0. Its multiplicity is 1. Its lowest unoccupied orbital energy is 0.02744 hartree.

CARTESIAN COORDINATES (ANGSTROEM)
C  -1.416  -0.213  0.832
C  -0.258  0.093  -0.119
C  -0.703  1.090  -1.166
N  -1.075  2.321  -0.779
O  -1.168  0.746  -2.270
C  1.073  0.425  0.614
C  1.594  -0.984  0.278
O  1.551  -1.816  1.418
C  0.415  -1.173  -0.705
H  -1.168  -1.088  1.447
H  -1.611  0.638  1.502
H  -2.334  -0.431  0.267
H  -0.437  2.828  -0.180
H  -1.804  2.612  -1.544
H  1.662  1.210  0.123
H  0.991  0.652  1.685
H  2.594  -1.018  -0.182
H  1.530  -2.734  1.133
H  -0.146  -2.111  -0.601
H  0.710  -1.046  -1.755


[5]
A 2-piece molecular cluster, C6H11NO2 overall in a non-equilibrium geometry. Source: OMol25; level of theory: ωB97M-V/def2-TZVPD.

The calculation puts the HOMO-LUMO gap at 10.03 eV. The calculated total energy comes out at -440.336256 Eh. Its energy above the lowest of the compared OMol25 structures with the same formula, charge and spin is 94.7 kcal per mole. The value obtained for the max |F| is 0.0688 hartree/bohr. The net charge is 0. Its multiplicity is 1. Its lowest unoccupied orbital energy is 0.03240 hartree.

CARTESIAN COORDINATES (ANGSTROEM)
C  -0.797  0.241  1.585
N  -1.152  0.062  0.184
C  -2.104  1.060  -0.282
C  -1.345  -1.239  -0.262
O  -0.881  -2.230  0.241
H  -0.141  -0.577  1.868
H  -1.653  0.165  2.256
H  -0.304  1.207  1.698
H  -2.959  1.126  0.397
H  -1.618  2.037  -0.320
H  -2.504  0.788  -1.256
H  -1.840  -1.277  -1.247
C  2.238  1.253  -0.650
C  1.776  0.033  -0.450
C  2.005  -1.349  -0.778
O  1.900  -0.959  0.599
H  2.783  1.453  -1.558
H  2.407  1.952  0.151
H  2.978  -1.788  -0.973
H  1.212  -1.959  -1.201


[6]
One molecule with the formula C6H11NO2 in a non-equilibrium geometry. Source: OMol25; level of theory: ωB97M-V/def2-TZVPD.

The calculation puts the HOMO-LUMO gap at 10.10 eV. The calculated total energy comes out at -440.430497 Eh. Its energy above the lowest of the compared OMol25 structures with the same formula, charge and spin is 35.6 kcal per mole. The value obtained for the max |F| is 0.0514 hartree/bohr. The net charge is 0. Its multiplicity is 1. Its lowest unoccupied orbital energy is 0.02541 hartree.

CARTESIAN COORDINATES (ANGSTROEM)
H  1.132  2.742  -0.684
N  1.260  1.915  -1.248
C  0.744  0.826  -0.977
O  0.093  0.052  -2.045
C  0.322  0.132  0.292
C  1.006  -1.236  0.358
C  0.644  0.985  1.517
C  -1.231  0.079  0.052
C  -1.835  -1.252  -0.306
O  -1.914  1.016  0.415
H  0.026  0.628  -2.820
H  0.846  -1.807  -0.552
H  2.079  -1.101  0.489
H  0.630  -1.793  1.214
H  1.704  1.235  1.549
H  0.405  0.416  2.414
H  0.053  1.898  1.512
H  -1.684  -1.973  0.496
H  -2.903  -1.124  -0.467
H  -1.377  -1.640  -1.212


[7]
One molecule with the formula C6H11NO4 in a non-equilibrium geometry. Source: OMol25; level of theory: ωB97M-V/def2-TZVPD.

The calculation puts the HOMO-LUMO gap at 7.44 eV. The calculated total energy comes out at -590.814129 Eh. Its energy above the lowest of the compared OMol25 structures with the same formula, charge and spin is 108.3 kcal per mole. The value obtained for the max |F| is 0.1257 hartree/bohr. The net charge is 0. Its multiplicity is 1. Its lowest unoccupied orbital energy is 0.02073 hartree.

CARTESIAN COORDINATES (ANGSTROEM)
C  -2.130  2.635  1.233
C  -0.970  2.122  2.037
N  0.192  1.596  1.220
C  0.187  0.190  1.091
O  0.228  -0.729  2.133
C  0.476  -0.181  -0.285
O  0.491  0.741  -1.286
O  0.781  -1.521  -0.850
C  1.240  -2.025  -2.263
C  1.347  -3.493  -2.117
O  1.534  -1.351  -3.206
H  -1.903  3.513  0.664
H  -2.466  1.882  0.431
H  -2.876  2.936  1.936
H  -1.253  1.438  2.763
H  -0.633  2.971  2.506
H  0.425  2.023  0.333
H  0.414  -1.480  1.682
H  0.995  0.331  -2.005
H  0.250  -3.688  -2.013
H  1.965  -3.914  -2.870
H  1.705  -3.997  -1.131


[8]
One molecule with the formula C6H11NS in a non-equilibrium geometry. Source: OMol25; level of theory: ωB97M-V/def2-TZVPD.

The calculation puts the HOMO-LUMO gap at 9.19 eV. The calculated total energy comes out at -688.126640 Eh. Its energy above the lowest of the compared OMol25 structures with the same formula, charge and spin is 14.2 kcal per mole. The value obtained for the max |F| is 0.0373 hartree/bohr. The net charge is 0. Its multiplicity is 1. Its lowest unoccupied orbital energy is 0.03330 hartree.

CARTESIAN COORDINATES (ANGSTROEM)
N  2.328  -0.988  0.906
C  1.705  0.162  0.339
C  1.607  0.380  -1.143
C  0.367  0.067  -0.383
C  -0.682  1.164  -0.219
C  -1.779  0.458  0.667
C  -2.048  -0.897  0.039
S  -0.466  -1.513  -0.573
H  1.554  -1.620  1.233
H  2.841  -1.565  0.247
H  1.783  1.061  0.951
H  1.943  -0.444  -1.775
H  1.720  1.363  -1.607
H  -1.184  1.427  -1.189
H  -0.366  2.083  0.285
H  -1.437  0.340  1.700
H  -2.692  1.075  0.585
H  -2.758  -0.901  -0.790
H  -2.438  -1.653  0.728


[9]
One molecule with the formula C6H11NS in a non-equilibrium geometry. Source: OMol25; level of theory: ωB97M-V/def2-TZVPD.

The calculation puts the HOMO-LUMO gap at 7.78 eV. The calculated total energy comes out at -688.029607 Eh. Its energy above the lowest of the compared OMol25 structures with the same formula, charge and spin is 75.1 kcal per mole. The value obtained for the max |F| is 0.1033 hartree/bohr. The net charge is 0. Its multiplicity is 1. Its lowest unoccupied orbital energy is -0.00855 hartree.

CARTESIAN COORDINATES (ANGSTROEM)
C  2.687  -0.403  0.940
C  2.171  -0.099  -0.530
N  0.985  -0.747  -0.782
C  -0.170  -0.181  -0.325
C  -1.393  -0.782  -0.056
C  -2.612  -0.120  -0.063
C  -2.508  1.414  -0.035
S  -4.059  -0.902  0.084
H  3.258  -1.522  0.855
H  1.514  -0.505  1.531
H  3.399  0.616  1.267
H  1.846  1.018  -0.501
H  2.741  -0.408  -1.402
H  1.122  -1.799  -0.525
H  -0.188  0.896  -0.486
H  -1.445  -1.837  -0.153
H  -2.036  1.856  -0.921
H  -3.415  1.866  0.278
H  -1.898  1.638  0.825


[10]
C6H11NS as an isolated structure in a non-equilibrium geometry. Source: OMol25; level of theory: ωB97M-V/def2-TZVPD.

The calculation puts the HOMO-LUMO gap at 9.84 eV. The calculated total energy comes out at -687.976567 Eh. Its energy above the lowest of the compared OMol25 structures with the same formula, charge and spin is 108.3 kcal per mole. The value obtained for the max |F| is 0.0919 hartree/bohr. The net charge is 0. Its multiplicity is 1. Its lowest unoccupied orbital energy is 0.03266 hartree.

CARTESIAN COORDINATES (ANGSTROEM)
C  1.723  -1.278  -0.345
C  0.702  0.901  0.399
C  -0.291  -0.043  1.345
C  -1.142  -0.576  0.178
C  -0.335  0.009  -0.966
C  -0.287  1.569  -0.543
H  1.269  -1.681  0.798
H  2.919  -0.984  -0.494
H  1.255  -2.139  -1.108
H  1.281  1.562  1.042
H  -0.586  0.623  2.267
H  0.346  -0.790  1.854
H  -1.036  -1.642  0.194
H  -2.789  0.931  -0.457
H  -0.815  -0.301  -2.008
H  0.494  1.843  -1.243
H  -1.077  2.275  -0.032
N  1.206  0.093  -0.649
S  -2.839  -0.371  -0.230


[11]
One molecule with the formula C6H11NS in a non-equilibrium geometry. Source: OMol25; level of theory: ωB97M-V/def2-TZVPD.

The calculation puts the HOMO-LUMO gap at 8.97 eV. The calculated total energy comes out at -688.041480 Eh. Its energy above the lowest of the compared OMol25 structures with the same formula, charge and spin is 67.6 kcal per mole. The value obtained for the max |F| is 0.0757 hartree/bohr. The net charge is 0. Its multiplicity is 1. Its lowest unoccupied orbital energy is 0.03688 hartree.

CARTESIAN COORDINATES (ANGSTROEM)
C  -0.190  -3.581  -1.252
C  -0.331  -3.072  0.145
C  -0.565  -1.786  0.412
S  -0.591  -1.073  2.179
N  -0.181  0.470  2.392
C  0.252  1.623  2.065
C  0.663  1.995  0.659
C  -0.288  3.024  -0.027
H  -0.477  -4.595  -1.276
H  0.923  -3.582  -1.489
H  -0.592  -2.836  -1.947
H  -0.318  -3.981  0.824
H  -0.474  -0.992  -0.316
H  0.024  2.369  2.742
H  0.726  0.952  0.174
H  1.698  2.379  0.851
H  -1.282  2.767  0.361
H  -0.273  2.750  -1.047
H  0.045  4.011  0.231


[12]
C6H11NS as an isolated structure in a non-equilibrium geometry. Source: OMol25; level of theory: ωB97M-V/def2-TZVPD.

The calculation puts the HOMO-LUMO gap at 9.44 eV. The calculated total energy comes out at -688.065668 Eh. Its energy above the lowest of the compared OMol25 structures with the same formula, charge and spin is 52.4 kcal per mole. The value obtained for the max |F| is 0.0625 hartree/bohr. The net charge is 0. Its multiplicity is 1. Its lowest unoccupied orbital energy is 0.03325 hartree.

CARTESIAN COORDINATES (ANGSTROEM)
C  1.872  -1.328  -0.169
C  0.581  0.830  0.587
C  -0.510  0.047  1.338
C  -1.129  -0.559  -0.054
C  -0.144  0.116  -1.068
C  -0.150  1.503  -0.523
H  1.022  -2.079  0.151
H  2.623  -1.180  0.593
H  2.464  -1.541  -1.205
H  1.317  1.387  1.164
H  -1.241  0.720  1.732
H  -0.164  -0.784  1.977
H  -0.824  -1.616  -0.099
H  -3.009  0.805  -0.123
H  -0.262  0.032  -2.180
H  0.344  2.266  -1.064
H  -1.106  1.912  -0.334
N  1.231  -0.045  -0.500
S  -2.915  -0.489  -0.225


[13]
One molecule with the formula C6H11NS in a non-equilibrium geometry. Source: OMol25; level of theory: ωB97M-V/def2-TZVPD.

The calculation puts the HOMO-LUMO gap (alpha / beta) at 6.09 / 5.93 eV. The calculated total energy comes out at -687.910748 Eh. Its energy above the lowest of the compared OMol25 structures with the same formula, charge and spin is 48.1 kcal per mole. The value obtained for the max |F| is 0.2571 hartree/bohr. The net charge is 0. Its expectation value of S² is 2.01. Its multiplicity is 3. Its lowest unoccupied orbital energy (alpha / beta) is 0.03048 / -0.08086 hartree.

CARTESIAN COORDINATES (ANGSTROEM)
C  -2.094  -0.130  -0.366
C  -1.266  0.726  0.231
C  1.360  -0.691  -1.079
C  2.600  0.428  0.792
C  0.134  0.416  0.891
C  1.473  0.128  0.190
N  -1.896  -1.491  -0.504
S  -1.570  2.501  0.062
H  -3.016  0.204  -0.833
H  1.976  -0.214  -1.894
H  1.655  -1.703  -1.002
H  0.349  -0.750  -1.466
H  2.940  0.945  1.654
H  3.490  0.111  0.380
H  -2.878  2.371  -0.126
H  -0.264  -0.366  1.603
H  -0.915  -1.762  -0.480
H  0.344  1.178  1.700
H  -2.422  -1.901  0.246